ORCA calculation (the ωB97M-V functional and the def2-TZVPD basis) on a 2-piece molecular cluster, C3H8NO overall.

```
13
Properties=species:S:1:pos:R:3
O 1.07 0.76 -1.57
N -0.40 -1.57 -0.06
C -0.71 -2.03 1.09
C -0.23 1.58 0.32
C 0.85 1.71 -0.57
H -1.69 -2.73 1.14
H -0.05 -0.61 -0.41
H -1.18 1.10 0.03
H 1.62 2.39 -0.30
H 2.03 0.84 -1.78
H -0.17 -1.68 1.96
H -0.35 2.41 0.99
H -0.79 -2.17 -0.84
```

Summary:
charge	+1
Kohn-Sham gap	0.27569	Eh
lowest unoccupied orbital energy	-5.73	eV
HOMO level	-13.23	eV


ORCA calculation (the ωB97M-V functional and the def2-TZVPD basis) on an isolated ion of composition C3H8NO and charge +1.

```
13
Properties=species:S:1:pos:R:3
O 0.64 1.21 1.17
N 1.17 -0.26 -0.71
C 0.06 0.24 0.15
C -0.92 -0.84 0.71
C -0.21 1.67 0.16
H -1.32 -0.52 1.70
H -1.62 -1.03 -0.08
H 1.35 -1.23 -0.29
H 0.34 2.36 -0.41
H -0.27 -1.58 1.13
H 2.00 0.42 -0.57
H 1.09 -0.19 -1.74
H -1.19 1.97 0.46
```

Summary:
charge	+1
SMILES	C[C@@]1([NH3+])CO1
Kohn-Sham gap	0.42178	Eh
lowest unoccupied orbital energy	-4.00	eV
HOMO level	-15.48	eV


ORCA calculation (the ωB97M-V functional and the def2-TZVPD basis) on a 2-piece molecular cluster, C3H8NO overall.

```
13
Properties=species:S:1:pos:R:3
O -2.94 0.32 -0.05
N 1.18 1.49 -0.25
C 0.75 0.33 -0.37
C -1.83 -0.31 0.36
C 1.51 -0.96 0.00
H 2.18 1.82 -0.17
H 1.70 -0.98 1.05
H 2.46 -1.01 -0.51
H 0.81 -1.84 -0.03
H -1.42 -1.13 -0.15
H -3.43 -0.07 -0.75
H 0.51 2.23 -0.43
H -1.49 0.09 1.31
```

Summary:
charge	+1
Kohn-Sham gap (spin up / spin down)	0.27454 / 0.27589	Eh
lowest unoccupied orbital energy (spin up / spin down)	-5.42 / -5.40	eV
HOMO level (spin up / spin down)	-12.89 / -12.91	eV


ORCA calculation (the ωB97M-V functional and the def2-TZVPD basis) on an isolated ion of composition C3H8NO and charge +1.

```
13
Properties=species:S:1:pos:R:3
O -2.42 0.05 -0.26
N 0.01 0.03 -0.47
C 0.27 -1.34 -0.10
C -1.23 0.25 0.37
C 1.15 0.98 -0.21
H -0.33 -2.14 -0.62
H 1.14 1.77 -0.92
H 0.86 -1.62 0.78
H -3.15 0.38 0.23
H -0.18 0.22 -1.51
H -1.27 -0.25 1.40
H 2.07 0.47 -0.19
H 1.08 1.46 0.68
```

Summary:
charge	+1
Kohn-Sham gap (spin up / spin down)	0.32373 / 0.34537	Eh
lowest unoccupied orbital energy (spin up / spin down)	-4.95 / -4.80	eV
HOMO level (spin up / spin down)	-13.76 / -14.20	eV


ORCA calculation (the ωB97M-V functional and the def2-TZVPD basis) on an isolated ion of composition C3H8NO2 and charge +1.

```
14
Properties=species:S:1:pos:R:3
O -0.38 1.62 -0.30
O 2.15 -0.37 0.19
N 0.03 -0.38 -1.28
C -0.06 0.35 0.04
C -1.20 -0.46 0.86
C 1.23 0.13 0.78
H -0.85 -1.44 0.80
H 0.23 0.21 -2.07
H -0.49 -1.15 -1.60
H -2.10 -0.33 0.33
H -1.29 -0.10 1.82
H 1.00 -0.78 -1.03
H 0.43 2.13 -0.29
H 1.30 0.57 1.74
```

Summary:
charge	+1
SMILES	C[C@@]([NH3+])(O)C=O
Kohn-Sham gap	0.41979	Eh
lowest unoccupied orbital energy	-4.53	eV
HOMO level	-15.95	eV


ORCA calculation (the ωB97M-V functional and the def2-TZVPD basis) on an isolated ion of composition C3H8NO2 and charge +1.

```
14
Properties=species:S:1:pos:R:3
O -1.25 -2.20 0.12
O 1.31 0.90 -0.92
N -1.08 0.08 -0.36
C -0.51 -1.29 -0.35
C 1.10 1.21 0.45
C -0.20 0.42 0.76
H 2.17 1.20 -1.28
H -0.63 0.27 1.75
H -2.15 0.13 0.08
H 1.83 0.97 1.22
H 1.03 2.27 0.52
H -0.83 -3.02 0.29
H -1.09 0.60 -1.33
H 0.31 -1.54 -0.95
```

Summary:
charge	+1
Kohn-Sham gap (spin up / spin down)	0.34403 / 0.34405	Eh
lowest unoccupied orbital energy (spin up / spin down)	-3.58 / -3.58	eV
HOMO level (spin up / spin down)	-12.94 / -12.94	eV


ORCA calculation (the ωB97M-V functional and the def2-TZVPD basis) on a 2-piece molecular cluster, C3H8NO2 overall.

```
14
Properties=species:S:1:pos:R:3
O -1.83 0.25 -0.40
O 0.91 0.17 -0.08
N 2.01 0.15 0.46
C -2.28 -0.92 0.28
C -1.28 1.20 0.18
C 3.10 -0.40 -0.22
H -1.81 -1.78 -0.21
H 3.65 -1.03 0.48
H -1.15 1.24 1.26
H -3.36 -1.00 0.14
H -2.02 -0.89 1.34
H -0.98 2.04 -0.44
H 2.86 -0.91 -1.16
H 3.77 0.45 -0.41
```

Summary:
charge	+1
Kohn-Sham gap	0.29614	Eh
lowest unoccupied orbital energy	-5.50	eV
HOMO level	-13.55	eV


ORCA calculation (the ωB97M-V functional and the def2-TZVPD basis) on one molecule with the formula C3H8NO2P.

```
15
Properties=species:S:1:pos:R:3
P 1.90 -0.09 -0.67
O -2.88 1.24 -0.72
O -1.33 -0.43 -0.77
N 1.82 1.70 -0.50
C -0.66 -1.33 0.16
C 0.75 -0.75 0.69
C -1.97 0.65 -0.07
H -1.30 -1.53 1.11
H -1.69 0.99 0.98
H 1.30 -1.65 1.16
H 0.98 2.04 -1.01
H 1.41 -0.37 -1.99
H 0.64 0.02 1.53
H 1.57 1.83 0.50
H -0.53 -2.32 -0.40
```

Summary:
SMILES	NPCCOC=O
Kohn-Sham gap	0.33042	Eh
lowest unoccupied orbital energy	0.58	eV
HOMO level	-8.41	eV


ORCA calculation (the ωB97M-V functional and the def2-TZVPD basis) on a 2-piece molecular cluster, C3H8NO2P overall.

```
15
Properties=species:S:1:pos:R:3
P 0.85 -0.14 -0.64
O 3.47 1.22 0.23
O 1.10 -1.57 -0.49
N -0.99 -0.11 -1.51
C -1.57 -0.29 0.76
C -1.92 -0.56 -0.68
C -0.32 0.53 0.86
H -1.26 -0.34 -2.52
H -1.50 -1.29 1.16
H 0.19 0.53 1.77
H -2.80 -1.11 -0.93
H 4.40 1.07 0.34
H 3.07 0.40 -0.07
H -2.48 0.23 1.23
H -0.23 1.44 0.48
```

Summary:
Kohn-Sham gap	0.28656	Eh
lowest unoccupied orbital energy	-0.01	eV
HOMO level	-7.81	eV


ORCA calculation (the ωB97M-V functional and the def2-TZVPD basis) on a 2-piece molecular cluster, C3H8NO3 overall.

```
15
Properties=species:S:1:pos:R:3
O 1.35 2.25 0.98
O 1.65 0.25 0.01
O 0.97 -0.19 -2.48
N -1.16 -0.31 0.10
C -0.77 -1.52 0.79
C -0.61 0.94 0.62
C 0.95 1.17 0.54
H 0.28 -1.56 1.11
H -0.90 -0.30 -0.88
H -0.99 -2.37 0.13
H 1.22 -0.08 -1.50
H -1.38 -1.63 1.69
H 1.35 0.63 -2.86
H -0.84 1.00 1.69
H -1.12 1.72 0.06
```

Summary:
charge	-1
Kohn-Sham gap	0.30400	Eh
lowest unoccupied orbital energy	4.16	eV
HOMO level	-4.11	eV


ORCA calculation (the ωB97M-V functional and the def2-TZVPD basis) on a 2-piece molecular cluster, C3H8NO3 overall.

```
15
Properties=species:S:1:pos:R:3
O -0.71 -2.93 1.19
O 1.24 2.67 1.24
O -1.01 -1.17 -2.48
N -0.23 -0.24 -0.59
C -0.20 -0.44 -1.93
C 0.71 0.56 0.24
C 0.28 2.02 0.64
H 1.71 0.42 -0.19
H -0.28 -2.22 1.66
H -0.86 -2.48 0.32
H -0.36 2.41 -0.20
H 0.66 -0.01 -2.46
H 0.66 0.09 1.21
H -1.06 -0.49 -0.08
H -0.55 1.81 1.44
```

Summary:
charge	-1
Kohn-Sham gap	0.24105	Eh
lowest unoccupied orbital energy	3.74	eV
HOMO level	-2.82	eV


ORCA calculation (the ωB97M-V functional and the def2-TZVPD basis) on a 2-piece molecular cluster, C3H8NO3 overall.

```
15
Properties=species:S:1:pos:R:3
O 0.44 -0.45 3.25
O -0.60 2.43 -0.26
O 0.16 1.69 1.72
N 0.27 -1.24 -2.15
C -0.21 1.55 0.52
C -0.18 0.08 -0.03
C -0.12 0.04 -1.54
H 0.64 -0.41 0.51
H -1.09 -0.41 0.32
H 0.35 0.33 2.62
H 1.20 -1.51 -1.86
H -1.08 0.34 -1.95
H 0.01 -1.22 2.87
H -0.38 -2.00 -2.12
H 0.58 0.78 -1.92
```

Summary:
charge	-1
Kohn-Sham gap	0.30846	Eh
lowest unoccupied orbital energy	3.89	eV
HOMO level	-4.50	eV